The following is a DFT calculation (ωB97M-V/def2-TZVPD) of C51H42CdN5P2S as an isolated structure at a distorted geometry.

The geometry in XYZ format:
```
102
Properties=species:S:1:pos:R:3:forces:R:3:lowdin_charge:R:1
Cd 16.1654 14.1768 11.0402 0.0404 0.3469 0.3936 1.1078
C 15.2579 17.5914 11.5538 0.7830 -0.2286 0.6841 -0.2973
P 16.2449 17.4497 9.9523 -0.3840 0.1754 0.1247 1.0447
C 17.3788 18.9095 10.1246 -0.7673 0.1259 -0.7914 -0.3631
C 17.5252 19.8834 9.1079 0.5416 -0.3027 1.6210 -0.0892
C 18.4259 20.9432 9.3518 -0.6492 -1.4173 -0.5348 -0.1076
C 19.2735 20.8744 10.4329 0.0783 0.8318 0.7737 -0.1177
C 19.1608 19.8670 11.4090 0.7132 1.2959 -0.3913 -0.0844
C 18.1570 18.9451 11.2922 0.3426 -0.6895 -0.5375 -0.0995
C 14.8708 17.9691 8.7970 1.0022 1.3062 1.6252 -0.3972
C 14.2767 16.9730 8.1125 -2.0073 -1.3244 -2.3636 -0.1321
C 13.1014 17.1987 7.3473 0.5462 0.3567 0.0551 -0.0712
C 12.5693 18.4723 7.2421 0.0815 -0.5271 0.7535 -0.1119
C 13.1507 19.4613 8.0106 0.9114 1.6478 0.1217 -0.1065
C 14.2905 19.2539 8.7989 -0.9061 -1.6583 -0.8153 -0.0841
C 16.0315 16.9982 12.7344 -0.0457 0.7519 0.9870 -0.4638
C 16.2283 17.5589 14.0279 0.8486 -0.4238 -0.7728 -0.0898
C 17.1743 16.6865 14.7001 -0.8419 0.1278 -1.2784 -0.0766
C 17.4099 15.6582 13.7800 0.0291 -0.5808 0.7570 -0.4494
C 18.1782 14.3726 13.9719 -0.6074 0.5518 -0.3494 -0.3511
P 19.9268 14.5857 13.6215 1.6896 -0.7842 -0.7827 1.0615
C 20.5516 12.8203 13.8704 -0.5695 -0.6621 0.2824 -0.3228
C 21.2271 12.3180 15.0101 0.2107 0.5267 -1.3141 -0.0841
C 21.5437 10.9634 15.0895 -0.2813 0.6055 1.3641 -0.1057
C 21.0308 10.0443 14.1818 0.9340 -0.1237 0.9508 -0.1224
C 20.3800 10.5079 13.0771 -1.5109 0.2051 -1.6472 -0.1183
C 20.1473 11.8674 12.9098 -0.5072 1.6741 -0.2908 -0.1141
C 20.7463 15.3011 15.0777 -1.0302 0.2586 -0.4918 -0.4159
C 22.0594 15.7552 14.9141 -0.7219 -0.9851 0.4898 -0.1111
C 22.7989 16.0705 16.0301 -0.4425 0.0560 1.0793 -0.0818
C 22.1206 16.1238 17.2681 1.2534 0.5263 0.6840 -0.1102
C 20.7688 15.9208 17.3643 -0.5415 0.6608 0.7295 -0.1079
C 20.0808 15.4355 16.2718 0.4887 0.0630 0.7147 -0.1128
N 16.7228 15.8179 12.6278 -0.4100 0.6336 -0.6783 -0.0470
H 14.9820 18.6379 11.7710 0.1014 -0.3761 -0.1230 0.0874
H 14.3537 17.0106 11.3998 -0.2952 -0.0603 -0.2879 0.0498
H 16.9623 19.7746 8.1924 -0.1087 0.2804 -0.0195 0.0903
H 18.4810 21.7531 8.6539 0.1693 0.3437 -0.3012 0.0862
H 19.9514 21.7252 10.5704 0.0208 -0.5343 0.0725 0.0963
H 19.8874 19.8757 12.2277 -0.4724 -0.1902 -0.1430 0.1068
H 18.0939 18.1412 12.0108 -0.2337 -0.0071 0.1691 0.0901
H 14.6223 15.9531 8.0313 0.4760 -0.0039 0.5621 0.0829
H 12.6663 16.3839 6.7982 -0.1042 -0.3121 -0.0536 0.0917
H 11.6578 18.7455 6.7206 0.1706 -0.4067 -0.2905 0.0968
H 12.7528 20.4680 7.8472 0.0822 -0.1692 0.5977 0.0968
H 14.7003 19.9312 9.5008 0.1944 1.1445 0.1805 0.0856
H 15.8980 18.5500 14.3689 0.0392 -0.6083 -0.2187 0.0816
H 17.6184 16.7836 15.6853 -0.1932 0.0536 -0.2031 0.0685
H 17.9413 13.9348 14.9133 0.0074 -0.4757 0.9569 0.0748
H 17.8593 13.6463 13.2160 -0.0614 0.0523 0.0196 0.0329
H 21.5768 13.0209 15.7611 -0.0548 -0.2197 0.0669 0.0917
H 22.0740 10.6739 16.0135 -0.2456 -0.2603 -0.6940 0.1024
H 21.1629 8.9995 14.4160 0.0201 -0.2367 -0.3527 0.0943
H 19.8942 9.8763 12.3116 0.5139 -0.0047 0.6307 0.1051
H 19.5430 12.2853 12.0485 0.8218 -0.9063 0.7948 0.0890
H 22.4179 15.6246 13.9202 0.8091 0.3186 -0.5535 0.0861
H 23.8572 16.2799 16.0119 0.0977 0.0278 -0.1965 0.0940
H 22.6451 16.3252 18.2237 -0.0460 0.1736 -0.8996 0.1034
H 20.2076 16.2356 18.2697 0.5922 -0.7365 -0.4394 0.1154
H 19.0900 15.1088 16.4875 -0.7771 -0.1218 -0.5821 0.0916
N 18.3738 10.6593 9.0649 0.8948 -0.1704 -0.9121 0.0236
C 17.7568 11.5068 9.9352 0.7153 -0.4435 -0.3617 -0.9280
S 17.8160 13.1590 9.4065 -0.2270 -0.0999 0.5004 0.4242
N 17.3052 10.8897 11.0155 -0.3704 -0.0988 0.1124 -0.0232
N 16.4864 11.6588 11.7436 -1.0691 0.4050 1.1877 -0.0210
C 15.8110 11.1849 12.7529 0.5625 -0.8367 -0.3882 -0.1846
C 15.9146 9.7498 13.2823 0.9608 -1.1323 1.0369 -0.1317
C 14.9561 8.7521 12.9553 1.0672 0.2428 1.6056 -0.0429
C 14.9669 7.4646 13.5640 1.0504 1.0170 -0.8303 -0.0806
C 16.0347 7.1519 14.4283 -1.6975 -1.9330 -0.8715 -0.1197
C 17.0467 8.0530 14.6567 0.4356 -0.0659 1.2430 -0.1184
C 16.9804 9.3501 14.2083 -2.9051 -0.1085 -2.4435 -0.0088
C 14.8353 12.0985 13.4214 0.2732 0.6942 -0.0274 -0.2230
C 13.9360 11.6852 14.4075 -0.6573 -0.5826 -0.1879 -0.0223
C 12.9800 12.5605 14.9653 0.8474 0.2950 -0.3875 -0.0578
C 13.0281 13.8901 14.5362 1.1032 -1.1190 -0.7534 -0.0519
C 14.0456 14.2291 13.6298 0.0463 0.7195 0.2533 -0.1387
N 14.9052 13.3963 13.0622 -0.3202 -0.4386 0.8619 0.0443
H 18.9070 11.0723 8.2914 -0.5058 -0.3135 0.7808 0.0717
H 18.6056 9.7024 9.3277 -0.3606 0.5845 0.1318 0.0928
H 14.1173 9.0587 12.3829 -0.5461 0.0419 -0.8366 0.0974
H 14.2577 6.7123 13.1791 0.2653 0.4389 0.7353 0.1006
H 16.0067 6.1183 14.8692 0.4363 1.1864 -0.3738 0.1093
H 17.8680 7.7592 15.3226 -0.3069 0.1964 -0.2501 0.1065
H 17.6634 10.0382 14.5758 1.3168 1.3497 0.2246 0.0820
H 13.8969 10.6137 14.6127 0.0731 0.3770 0.3168 0.1042
H 12.3086 12.2037 15.7500 0.0327 0.1236 -0.4373 0.1038
H 12.3703 14.6930 14.7553 -0.6298 0.2559 0.7755 0.0923
H 14.2040 15.2992 13.4404 -0.0895 -0.4287 -0.3454 0.1037
C 14.1247 14.2558 10.3241 0.4240 0.2141 -0.2358 -0.1719
C 12.9780 13.8940 10.1716 -0.7408 0.0995 -0.3760 -0.1984
C 11.6594 13.3421 10.2796 -0.4675 -0.0901 0.3640 -0.2498
C 11.4590 12.5505 11.4231 -1.1346 -0.2995 -0.2716 -0.0336
C 10.2442 11.8978 11.5965 -0.5766 0.8595 -1.3753 -0.0754
C 9.1660 12.1054 10.7112 1.0914 0.8191 0.3749 -0.1077
C 9.2988 13.0284 9.6894 0.0463 -0.6642 -0.2097 -0.1144
C 10.5487 13.5643 9.4308 0.6734 0.5645 0.2268 -0.0463
H 12.1962 12.4838 12.2080 0.3405 -0.1105 -0.2220 0.0854
H 10.0975 11.2849 12.4305 -0.1358 -0.9027 1.2044 0.0745
H 8.1891 11.7116 10.8201 -0.6121 -0.7760 0.5821 0.0771
H 8.4009 13.2255 9.0860 0.7015 0.1680 0.0405 0.1025
H 10.6564 14.2524 8.6135 0.2007 0.1766 -0.3063 0.0960
```
Forces are in eV/Å.

E (eV): -94995.8175
Charge: -1
LUMO level (eV): 2.336
Gap between HOMO and LUMO (eV): 6.7
HOMO level (eV): -4.390

---

The following is a DFT calculation (ωB97M-V/def2-TZVPD) of a 2-piece molecular cluster, C2H7N3O2 overall at a distorted geometry.

The geometry in XYZ format:
```
14
Properties=species:S:1:pos:R:3:forces:R:3:nbo_charge:R:1
C -1.6056 0.3546 0.3817 1.9967 -1.5215 -1.3143 0.6605
C 0.2726 -0.7092 0.1368 -1.7229 -0.1873 1.6959 0.1068
N 0.0610 -1.7061 -0.8133 0.9747 0.2673 1.0152 -0.8465
N 0.9816 0.4093 -0.3097 1.4190 0.7534 -1.1878 -0.5467
N 1.1121 1.4055 0.7008 0.9902 -1.4231 1.3899 -0.6277
O -2.6154 0.0040 0.8907 0.1028 0.2561 0.3255 -0.5731
O -1.5001 1.2991 -0.5960 -0.6886 -0.4466 0.7126 -0.7121
H 0.6604 -1.0243 1.1366 -0.9053 -0.2139 -0.6004 0.1775
H -0.1659 -1.2691 -1.6706 -0.5545 -0.5443 -1.1121 0.3864
H -0.1633 -2.6801 -0.5983 -0.0385 1.1043 -0.1475 0.4168
H 1.8820 0.2979 -0.8051 -0.8808 -0.3472 0.4064 0.3918
H 0.1162 1.5123 0.8653 0.1729 0.8631 1.1300 0.3518
H 1.5535 0.9353 1.5998 -1.2868 1.1367 -2.0265 0.3211
H -0.5892 1.1707 -0.9186 0.4210 0.3029 -0.2869 0.4933
```
Forces are in eV/Å.

E (eV): -10749.8572
Charge: 0
LUMO level (eV): 0.694
Gap between HOMO and LUMO (eV): 8.8
HOMO level (eV): -8.087

---

The following is a DFT calculation (ωB97M-V/def2-TZVPD) of a 2-piece molecular cluster, C18H31F5N2O5PS2 overall at a distorted geometry.

The geometry in XYZ format:
```
64
Properties=species:S:1:pos:R:3:forces:R:3:nbo_charge:R:1
C -2.1985 -3.0136 4.0975 -0.3983 -0.1844 0.4531 -0.2546
O -2.1048 -2.2313 2.9208 0.1678 0.1138 -0.2775 -0.5440
C -2.3551 -3.0132 1.7869 -0.0162 -0.4051 0.5620 -0.0861
C -2.1473 -2.1988 0.5257 0.5229 0.9398 1.2391 -0.2933
S -0.3666 -1.6853 0.6394 0.6943 -1.3761 -1.1040 2.4172
O 0.4328 -2.8082 0.9567 -0.0284 -0.5071 0.8696 -0.9042
O -0.0088 -1.0579 -0.5941 -0.3978 1.0251 -0.0812 -0.9576
F -0.2282 -0.6826 1.7900 -0.1724 0.4947 0.0128 -0.4344
C -2.0596 -3.0722 -0.7125 0.6263 -0.1520 -1.2331 0.0821
F -2.8881 -4.1674 -0.6899 -0.6715 0.0618 0.3754 -0.3259
C -2.4886 -2.1548 -1.8795 0.7213 0.0612 0.5531 0.6634
O -2.2389 -2.3172 -3.0399 -0.5067 0.0664 0.6487 -0.4823
N -3.2258 -1.0913 -1.2952 0.0145 -0.7264 -0.9262 -0.6889
C -3.0983 -0.9812 0.1858 -0.4986 -0.4563 -1.9460 -0.1530
C -4.5481 -0.9473 0.7063 0.2558 -0.2053 0.2850 -0.4440
C -5.3114 -2.2828 0.6610 0.0993 0.3172 0.4353 -0.5160
C -5.8949 -2.6320 2.0126 -0.0455 -0.6208 -0.5408 0.9851
F -5.0697 -2.3472 3.0201 0.1565 0.3029 0.4243 -0.3251
F -6.1305 -3.9515 2.0823 -0.0901 -0.3743 -0.0239 -0.3257
F -7.0542 -2.0221 2.2204 -0.3570 0.5060 0.2741 -0.3135
P -2.4884 0.7718 0.3764 -0.0272 1.2869 2.1214 0.8576
S -2.5337 1.4797 2.1928 -0.0138 -0.1624 -0.1242 -0.5800
H -1.4896 -2.6734 4.8415 0.2022 0.2688 -0.0628 0.2038
H -3.1981 -2.9392 4.5186 -0.1502 0.0601 0.0369 0.1925
H -2.0120 -4.0707 3.9114 0.1889 -0.0856 -0.1762 0.1759
H -3.3318 -3.4855 1.8575 -0.1686 0.0761 -0.3052 0.2067
H -1.6275 -3.8276 1.7559 0.0325 -0.1907 -0.1372 0.2109
H -1.0746 -3.4900 -0.8806 0.2939 0.1194 0.0097 0.2262
H -4.1720 -1.2678 -1.6178 -0.2306 0.8171 -0.0375 0.4116
H -5.0748 -0.2632 0.0467 0.0559 0.3051 -0.0768 0.2283
H -4.5705 -0.4683 1.6790 -0.0001 -0.1903 0.3163 0.2783
H -4.7109 -3.1359 0.3687 0.1327 0.0001 -0.2254 0.2434
H -6.1518 -2.2098 -0.0189 -0.1188 -0.1418 -0.1545 0.2483
H -3.3266 1.5902 -0.4019 0.0758 -0.6828 -0.5911 0.0098
H -1.1962 0.9041 -0.1424 -0.3389 -0.3481 -0.6026 -0.0086
C 5.4652 3.2221 -1.9853 -0.2758 -0.4046 -0.4078 -0.6367
C 4.4893 3.3264 -0.7970 2.7242 1.3524 -1.5669 0.0999
C 4.7809 2.2273 0.2399 -1.0034 -0.9184 0.2560 -0.4024
C 4.3430 0.8325 -0.2076 0.0038 0.1867 -0.1921 -0.4143
C 2.8630 0.8141 -0.5872 0.7850 0.3819 1.0421 -0.4071
C 2.4845 1.8598 -1.6498 -0.7365 -1.3464 -3.1466 0.0965
N 3.0461 3.2161 -1.2578 -1.0216 -1.8555 5.5939 0.3338
O 2.3069 3.7717 -0.4722 0.3460 0.7244 -2.0568 -0.0889
C 3.0126 1.4153 -3.0332 0.5294 0.1906 -0.0291 -0.6343
C 0.9687 1.9029 -1.8078 -0.2774 0.7383 0.5757 -0.6235
C 4.7853 4.6962 -0.1871 -0.8762 0.1809 0.3402 -0.6253
H 6.4873 3.2897 -1.6212 -0.0548 0.0963 0.1672 0.2455
H 5.4033 2.2886 -2.5365 -0.0503 0.0049 0.0388 0.2250
H 5.3104 4.0393 -2.6901 -0.0216 0.0121 0.0233 0.2330
H 4.2713 2.4720 1.1780 -0.0781 0.1446 -0.0935 0.2268
H 5.8474 2.2333 0.4571 0.0625 0.2649 -0.2103 0.2561
H 4.9607 0.4927 -1.0416 -0.0092 -0.0135 0.0033 0.2144
H 4.5135 0.1251 0.6049 -0.0126 0.0017 -0.0010 0.2545
H 2.5812 -0.1697 -0.9598 -0.1638 0.1361 -0.2876 0.2701
H 2.2651 0.9846 0.3150 -0.0686 0.1380 -0.0813 0.2262
H 3.0126 2.2420 -3.7448 0.0023 -0.0066 -0.0008 0.2308
H 2.3713 0.6389 -3.4412 -0.1598 0.0380 0.1481 0.2512
H 4.0100 0.9841 -3.0006 0.0227 0.0897 0.0350 0.2200
H 0.4624 2.0934 -0.8621 0.0486 0.1298 -0.0027 0.2271
H 0.6085 0.9439 -2.1682 0.2289 -0.1055 0.0041 0.2613
H 0.6635 2.6670 -2.5254 0.0356 0.0090 0.0069 0.2350
H 4.5222 5.5006 -0.8750 0.0116 -0.0113 -0.0090 0.2363
H 5.8482 4.7708 0.0236 0.0578 -0.1630 -0.1004 0.2484
H 4.2582 4.8623 0.7516 -0.0584 -0.0085 -0.0392 0.2366
```
Forces are in eV/Å.

E (eV): -76923.0546
Charge: +1
LUMO level (eV): -6.710
Gap between HOMO and LUMO (eV): 4.2
HOMO level (eV): -10.886